84
Properties=species:S:1:pos:R:3:lowdin_charge:R:1 method="wB97M-V/def2-TZVPD" homo_lumo_gap_ha="0.1714 / 0.1715" lumo_energy_ev="2.225 / 2.225" relative_energy_kj_mol=383.87 homo_energy_ev="-2.4 / -2.4" total_charge=-1
Ti 0.76534 1.05156 0.24550 0.928
S -4.55008 -1.40006 -1.57184 1.018
F 5.75970 -0.31531 -1.50712 0.127
F 3.77383 -0.79283 -2.19960 0.120
F 4.40070 1.26693 -2.05234 0.130
O 2.85213 0.81325 0.11646 -0.094
O 4.48963 -0.51620 0.88830 0.047
N 1.49356 -1.90742 0.17157 0.022
N 1.00785 0.52280 2.28592 0.049
N -3.29753 0.63914 -0.25290 0.127
N -1.99141 -0.86193 -1.45503 0.097
N -0.88765 1.59441 1.02951 -0.279
N -1.13751 -1.62229 1.28001 0.026
N 0.96759 2.99802 0.09856 -0.061
N -1.21730 1.20175 2.29546 0.100
N 1.92433 -0.44174 4.24098 0.119
C -1.26496 -3.05328 1.10941 -0.276
C -0.22258 0.61488 2.91743 -0.345
C 0.10940 -3.71449 1.17187 -0.192
C -1.60247 0.18918 4.96576 -0.014
C 0.32176 2.90624 -2.91295 -0.066
C 0.74711 -0.34799 4.95496 -0.200
C -1.67976 -0.20549 6.30267 -0.094
C 0.22286 1.38371 -3.01749 -0.667
C 1.31140 0.91308 -4.00126 -0.067
C 4.47594 0.07572 -1.43320 -0.514
C -3.43531 -2.41703 -2.44830 -0.490
C -3.11889 -0.44404 -1.01854 -0.680
C 3.88248 0.12479 0.04681 -0.590
C -0.55252 -0.64615 6.95910 -0.105
C 0.70013 5.71518 -0.60097 -0.114
C -1.28571 2.88368 0.69484 -0.165
C -2.11193 -1.94643 -2.26145 -0.332
C -0.39167 0.13735 4.28333 -0.098
C -3.71009 -3.52474 -3.22111 -0.115
C 2.02868 3.73869 -0.25199 -0.170
C 1.96371 5.06684 -0.59099 -0.118
C 2.02184 0.01243 2.93562 -0.065
C -1.15062 1.04190 -3.62893 -0.067
C -1.07547 -2.62145 -2.90602 -0.043
C 1.02238 -3.28076 0.02567 -0.261
C 0.37936 0.67683 -1.69991 -0.129
C 0.67029 -0.72231 6.29214 -0.028
C -2.65423 -4.19094 -3.83034 -0.114
C -1.35251 -3.72956 -3.67875 -0.096
C -0.39970 5.01463 -0.22973 -0.069
C -0.27958 3.64626 0.17419 -0.308
H -1.93994 1.37189 -2.95763 0.074
H 1.56020 -1.05976 6.80722 0.105
H -4.72460 -3.86797 -3.35795 0.097
H -2.46926 0.56266 4.44623 0.107
H 2.76233 -0.74436 4.71212 0.150
H 0.44555 -0.40373 -1.91114 -0.001
H -0.59837 -0.92591 8.00152 0.096
H 2.03980 -1.82492 1.02819 0.059
H -0.06773 -2.25963 -2.78947 0.095
H -2.03962 -1.16628 1.20815 0.055
H 0.46599 -3.34625 -0.91281 0.089
H 1.24307 1.48246 -4.92805 0.071
H -0.54528 -4.24617 -4.17951 0.098
H -2.23598 3.26901 1.04950 0.100
H 0.58632 -3.46051 2.12282 0.103
H 2.85682 5.61335 -0.85311 0.079
H 1.86323 -3.99866 -0.03191 0.108
H -1.27575 1.53997 -4.59033 0.073
H -1.71455 -3.25121 0.13060 0.103
H 2.10768 -1.69391 -0.61144 0.059
H 1.30697 3.18945 -2.55139 0.070
H -1.25142 -0.02998 -3.77454 0.056
H -2.62779 -0.15624 6.81977 0.097
H -2.43257 1.02637 0.15125 0.045
H 2.29807 1.07510 -3.57568 0.060
H -0.76470 -1.42239 2.20298 0.049
H -1.91128 -3.52382 1.87874 0.104
H -2.85172 -5.06349 -4.43743 0.091
H 2.98904 3.22374 -0.24951 0.107
H 3.00134 -0.05778 2.48479 0.113
H -1.38278 5.46192 -0.19549 0.102
H 0.62254 6.75173 -0.90317 0.090
H -4.14696 0.71124 0.28025 0.091
H -0.02271 -4.79923 1.12431 0.105
H 0.16581 3.36135 -3.89114 0.078
H -0.43534 3.27911 -2.22923 0.068
H 1.20111 -0.14402 -4.23280 0.070

---

54
Properties=species:S:1:pos:R:3:mulliken_spin:R:1 method="wB97M-V/def2-TZVPD" homo_lumo_gap_ha="0.2408 / 0.2799" s2=2.319 multiplicity=3 lumo_energy_ev="-4.773 / -3.806" relative_energy_kj_mol=0.00 homo_energy_ev="-11.3 / -11.4" total_charge=+1
Te -1.95397 0.45092 1.83942 -0.538
Mo -0.13680 0.03155 0.09808 2.958
P 0.50216 2.22931 -0.27504 -0.218
P 0.01186 -2.28825 0.02718 -0.149
O -3.05651 1.59075 -1.65044 -0.010
O -1.38757 2.61984 -3.45606 0.001
N 1.39378 -0.23276 -1.52251 -0.050
C -1.33616 -0.06283 3.84591 0.075
C 1.01193 2.12998 -2.04111 0.040
C 0.09275 -1.15533 5.45997 0.018
C 1.63818 -2.55534 -0.78239 0.007
C 1.97731 -1.42776 -1.72950 0.029
C 2.87230 -1.62345 -2.77911 -0.004
C -0.14732 -0.74419 4.13645 0.007
C -1.97247 -0.10935 6.18410 0.019
C 3.19447 -0.55221 -3.61665 0.012
C 2.60163 0.67797 -3.36910 -0.006
C -1.12144 -3.17522 -1.09043 0.037
C 1.93571 2.89672 0.60281 0.036
C -0.80706 -0.83433 6.48277 -0.034
C -0.69939 3.57408 -0.25291 0.034
C -2.24728 0.27769 4.86536 -0.016
C 0.04583 -3.30570 1.51683 0.011
C 1.70137 0.82074 -2.31860 0.015
H 3.28402 -2.61143 -2.91592 0.000
H 1.71832 2.96459 -2.20207 0.000
H -2.43487 0.83025 -1.40676 -0.022
H 2.81850 1.56036 -3.96650 0.000
H -1.53549 2.15696 -4.30022 -0.001
H -1.01188 3.73812 0.78592 0.001
H -1.08029 -2.72743 -2.09246 0.002
H -0.83416 -4.23594 -1.13137 0.000
H -1.29881 0.06910 -1.12086 -0.140
H -1.57090 3.30299 -0.86509 -0.008
H -0.21083 4.47152 -0.65503 0.000
H 0.08355 2.30956 -2.71988 -0.001
H 2.79062 2.21598 0.50150 0.003
H 3.88758 -0.68310 -4.43220 0.000
H 1.15433 -0.13281 1.12769 -0.100
H -0.60386 -1.14285 7.51021 -0.002
H -2.13890 2.33892 -2.84811 0.003
H 0.99616 -1.72936 5.68936 0.002
H 1.66905 2.98185 1.66562 0.001
H 1.60249 -3.51570 -1.31299 -0.002
H -3.55812 1.76866 -0.83642 -0.002
H -3.15237 0.82798 4.60537 0.001
H -2.66992 0.15014 6.97816 0.001
H -2.14084 -3.07243 -0.69397 0.003
H 2.39309 -2.65293 0.01517 -0.003
H 2.18071 3.88633 0.19202 -0.002
H -0.91283 -3.18465 2.03897 0.000
H 0.57286 -0.94915 3.33576 -0.008
H 0.85549 -2.96611 2.17494 0.004
H 0.19694 -4.35659 1.23351 -0.003

---

72
Properties=species:S:1:pos:R:3:lowdin_charge:R:1 method="wB97M-V/def2-TZVPD" homo_lumo_gap_ha=0.1080 lumo_energy_ev=-9.708 relative_energy_kj_mol=412.23 homo_energy_ev=-12.6 total_charge=+3
Se 1.13122 0.07381 -1.58103 1.028
Sc -0.72879 -2.74452 3.48922 0.996
P 3.14725 1.15821 -1.99275 0.731
P 1.21648 1.42362 2.07870 0.792
P -2.95644 1.73655 -0.95727 0.728
N -1.73256 1.47293 0.08594 -0.065
N -2.46255 -2.35838 2.34159 -0.087
C 3.35991 2.71451 -1.13660 -0.163
C -2.93639 3.36864 -1.70672 -0.161
C -2.26564 -1.27445 3.14374 -0.282
C -2.83604 0.52000 -2.26940 -0.158
C -4.47613 1.50056 -0.03946 -0.139
C 1.58191 -4.33455 -3.65978 -0.017
C 2.37498 -2.06042 -3.43392 -0.130
C 1.45782 -1.84356 -2.41286 -0.337
C 2.91377 1.61575 2.76496 -0.273
C 0.65901 3.17070 2.21419 -0.291
C -3.67774 -2.53240 1.71702 -0.101
C 0.55502 -2.84533 -2.04372 -0.098
C 2.91012 1.37172 -3.74895 -0.213
C 0.28122 0.69581 3.48663 -0.293
C 4.38253 -0.03568 -1.51400 -0.179
C 0.58413 -3.18913 1.99435 -0.349
C 2.45388 -3.31691 -4.06225 -0.018
C -4.76415 -1.76065 2.11534 -0.074
C -4.56906 -0.70207 3.01722 -0.078
C 1.28652 -2.43031 3.03420 -0.337
C -3.28123 -0.37161 3.44736 -0.105
C 0.62843 -4.10102 -2.66597 -0.019
H 2.93440 2.43915 3.49256 0.057
H -2.12278 0.85153 -3.03867 0.063
H 0.26464 -2.77504 1.02286 0.007
H 5.36400 0.44149 -1.65226 0.096
H 2.95557 2.67999 -0.11246 0.037
H -1.72676 1.89239 1.01040 0.069
H 1.34094 3.74719 2.85378 0.055
H 0.63247 -4.29231 1.99422 0.044
H -4.39827 0.61404 0.60461 0.044
H -0.22200 -2.65599 -1.30633 0.099
H 2.85906 3.51826 -1.69676 0.084
H -2.99521 4.14715 -0.93291 0.077
H 1.77017 -1.47206 2.84231 -0.013
H -2.00595 3.51020 -2.27540 0.065
H -5.30205 1.36337 -0.75312 0.085
H -0.81999 1.17706 -0.25589 -0.040
H 2.22951 0.62566 -4.18094 0.054
H -0.35933 3.17137 2.62152 0.038
H 3.88688 1.29831 -4.24084 0.096
H 4.43747 2.95657 -1.11572 0.103
H -5.75927 -2.01126 1.73878 0.119
H -0.12789 1.46449 4.16090 0.064
H 4.32945 -0.93595 -2.13808 0.061
H -4.66302 2.38082 0.59465 0.084
H -3.07944 0.52002 4.04667 0.104
H -3.79603 3.45795 -2.38810 0.084
H 0.94113 0.01586 4.04519 0.036
H -0.57377 0.11803 3.08206 -0.025
H -3.72145 -3.33571 0.98335 0.114
H 1.62258 -5.29906 -4.17599 0.137
H 3.18023 -3.48221 -4.86121 0.135
H -3.83183 0.40563 -2.72121 0.083
H 3.04417 -1.27328 -3.78523 0.080
H 3.23524 0.67177 3.22720 0.051
H -0.07134 -4.89178 -2.39383 0.134
H -5.43376 -0.13408 3.36893 0.120
H -2.50710 -0.44957 -1.86958 0.063
H 2.48538 2.37053 -3.91694 0.084
H 3.60057 1.85726 1.93824 0.018
H 1.44209 0.06840 -0.13883 -0.134
H 0.65316 3.61967 1.21166 0.022
H 1.79149 -2.96858 3.86448 0.047
H 4.27917 -0.32906 -0.45985 0.092

---

14
Properties=species:S:1:pos:R:3:lowdin_charge:R:1 method="wB97M-V/def2-TZVPD" homo_lumo_gap_ha=0.3839 lumo_energy_ev=0.843 relative_energy_kj_mol=153.92 homo_energy_ev=-9.6 total_charge=0 smiles="C/N=C(/C)CF"
F 1.73670 -0.42878 -1.54268 -0.067
N -1.08785 -0.54105 0.13775 0.031
C 1.10753 0.52205 -0.74304 -0.131
C -1.38824 -0.72863 -1.28721 -0.138
C 0.15703 -0.08520 0.37929 -0.253
C 0.63132 0.05557 1.82447 -0.039
H 0.48119 1.04318 -1.40996 0.095
H -1.79644 0.15446 -1.63409 0.049
H 1.89452 1.00340 -0.24864 0.094
H 0.30262 -0.72907 2.36774 0.029
H 0.18271 0.96523 2.13404 0.072
H -0.44853 -1.08592 -1.88636 0.116
H 1.74809 0.03941 1.93614 0.099
H -2.17689 -1.37417 -1.47688 0.042

---

31
Properties=species:S:1:pos:R:3:lowdin_charge:R:1 method="wB97M-V/def2-TZVPD" homo_lumo_gap_ha=0.2895 lumo_energy_ev=-4.819 relative_energy_kj_mol=0.00 homo_energy_ev=-12.7 total_charge=+1 smiles="O=S(=O)(F)c1[nH+]cc2ccccc2c1-c1ccccc1"
S 2.80845 1.45628 -0.16372 0.670
F 2.99980 1.09173 1.30809 -0.065
O 3.20641 2.80453 -0.37100 -0.219
O 3.39159 0.45645 -0.98197 -0.195
N 0.56697 2.48108 -1.09165 0.133
C -2.07952 -0.55454 -0.06376 0.032
C -1.16043 0.44998 -0.40828 -0.062
C 0.76952 -0.82123 0.64012 -0.237
C 1.39746 -1.79164 -0.13234 -0.028
C -3.84152 0.68856 -1.18875 -0.019
C 1.06071 1.38671 -0.43406 -0.173
C 1.92611 -2.93425 0.45131 -0.039
C 0.22476 0.36964 -0.07288 -0.060
C -2.97125 1.69313 -1.50380 0.008
C -3.38510 -0.41849 -0.45470 -0.006
C -1.61614 1.59118 -1.11940 -0.112
C 1.84313 -3.07614 1.82906 -0.053
C -0.69853 2.59794 -1.42623 0.063
C 1.21155 -2.10812 2.59335 -0.056
C 0.65339 -0.98265 2.01572 -0.029
H 2.38414 -3.67268 -0.18637 0.116
H 2.28038 -3.95725 2.27319 0.114
H 1.16547 -2.27350 3.65951 0.114
H -4.86832 0.76381 -1.50973 0.124
H 1.21970 3.22139 -1.34051 0.176
H -4.09323 -1.19467 -0.20240 0.126
H -0.99360 3.48373 -1.96833 0.163
H -3.28457 2.55951 -2.06826 0.129
H 1.47544 -1.65727 -1.20139 0.127
H 0.14769 -0.24430 2.62070 0.128
H -1.74047 -1.40894 0.49850 0.130